# 1
# C9H26B2FN4O13Tl

A molecular structure, C9H26B2FN4O13Tl (ωB97M-V/def2-TZVPD, the OMol25 dataset).

Structure (XYZ):
```
56
Properties=species:S:1:pos:R:3:forces:R:3:lowdin_charge:R:1
Tl 6.962360 20.075090 -16.409850 0.502 0.729 0.664 1.06
B 6.472800 22.845840 -15.066750 -1.393 2.058 -1.042 -0.40
H 7.216450 22.749530 -15.842610 3.497 -0.834 -3.080 -0.08
H 6.806670 22.078370 -14.385740 1.900 -4.413 3.483 -0.03
H 6.596730 23.822840 -14.625890 0.198 3.419 1.593 -0.04
H 5.480180 22.617990 -15.423170 -3.934 -1.054 -0.899 -0.05
B 6.311060 22.648450 -9.265840 -0.234 -0.377 1.226 -0.19
H 7.174690 22.278620 -9.796510 4.758 0.121 -2.281 -0.02
H 6.559900 22.877510 -8.241220 1.578 -0.399 4.239 0.00
H 5.960180 23.484210 -9.851180 -1.652 2.606 -3.963 0.02
H 5.576300 21.858280 -9.267230 -4.435 -2.151 0.632 0.00
C 10.260800 20.083540 -12.269200 0.907 -0.298 0.815 0.04
C 8.809700 20.240140 -12.709340 -3.023 1.876 -1.330 -0.63
O 7.958980 20.508100 -11.821650 1.478 -0.487 0.824 0.10
O 8.568340 20.206360 -13.934400 0.895 -0.345 -0.250 -0.05
H 10.297860 19.073900 -11.860120 0.313 -0.052 -0.007 0.09
H 10.526510 20.789230 -11.482120 -0.446 -0.013 0.036 0.07
H 11.007030 20.219810 -13.051930 -0.542 -0.241 -0.313 0.08
C 13.259060 17.982820 -16.680190 -0.121 -1.684 1.707 -0.04
C 13.254250 19.419040 -16.999180 -0.734 -0.097 -1.143 -0.28
O 11.856030 19.692410 -17.028880 1.940 3.703 -1.072 0.15
C 11.175360 18.730760 -16.517580 -2.231 -0.416 1.181 -0.66
O 10.054560 18.811640 -16.118220 -0.907 0.091 -0.358 0.10
O 11.902460 17.674350 -16.421500 0.548 -2.853 0.473 0.12
F 13.760610 19.498160 -18.250880 0.199 1.146 -0.400 0.08
H 13.726600 17.838600 -15.706170 0.703 -0.573 -0.416 0.15
H 13.566220 17.340460 -17.505490 0.550 0.233 0.306 0.16
H 13.781260 20.063690 -16.295770 -0.135 0.313 -0.378 0.18
C 6.788410 17.596160 -11.086650 0.449 -0.277 0.125 0.05
N 6.098560 18.522090 -10.090960 0.573 1.264 -1.007 -0.41
O 5.354290 19.325400 -10.621190 -0.234 -0.372 0.353 0.07
O 6.422520 18.559710 -8.911930 -0.104 -0.907 -0.959 0.05
H 7.807240 17.940810 -11.263610 0.127 0.040 0.953 0.07
H 6.414520 17.692040 -12.106020 -0.974 0.027 0.537 0.09
H 6.758810 16.575840 -10.704330 0.062 0.198 -0.036 0.10
C 10.576140 23.083120 -15.419820 -2.688 0.363 1.005 0.05
N 10.483470 22.395720 -16.731110 2.680 1.491 0.232 -0.39
O 11.614130 22.488530 -17.262700 -2.390 -1.235 -0.839 0.04
O 9.432500 21.938550 -17.148780 1.572 0.054 -0.090 0.01
H 10.969130 22.422450 -14.647060 0.217 0.068 -0.358 0.10
H 9.535440 23.297690 -15.176900 -0.103 -0.190 0.442 0.09
H 11.038480 24.068470 -15.478290 0.560 -0.593 -0.393 0.11
C 8.893110 25.215070 -10.202860 0.165 0.129 -1.108 0.08
N 8.845230 24.099440 -11.304670 -0.141 1.300 0.041 -0.39
O 7.771970 23.778510 -11.778450 1.030 0.460 0.636 0.08
O 9.932580 23.667970 -11.658900 -0.211 -0.281 0.127 0.03
H 8.616730 24.735320 -9.263950 -0.187 0.316 -0.185 0.09
H 8.334950 26.086900 -10.544120 -1.240 -0.752 0.165 0.09
H 9.851430 25.734220 -10.188440 0.635 -1.234 0.137 0.08
C 9.032460 20.324080 -8.662220 1.391 -0.706 -0.195 0.04
N 9.074760 20.608620 -7.153580 -1.996 2.287 -0.440 -0.41
O 9.293410 21.769130 -6.818370 0.929 -0.335 -0.808 0.04
O 8.607790 19.826010 -6.369260 0.421 -1.509 -0.358 0.07
H 8.034080 20.374500 -9.096720 -0.094 0.065 0.724 0.06
H 9.481140 19.345790 -8.834660 -0.465 -0.279 0.366 0.09
H 9.687200 20.978250 -9.237960 -0.165 0.600 0.684 0.08
```
Forces are in eV/Å.

The calculation puts the maximum force at 5.93 eV Å⁻¹. As for the total energy: -51069.8469 eV.

# 2
# C9H26ClInN4O3P

A molecular structure, C9H26ClInN4O3P (ωB97M-V/def2-TZVPD, the OMol25 dataset).

Structure (XYZ):
```
45
Properties=species:S:1:pos:R:3:forces:R:3:lowdin_charge:R:1
N 2.638902 -1.064805 3.032514 -0.261 -0.250 -0.150 -0.46
P 2.874163 -2.213595 1.918302 0.251 2.088 0.301 0.45
In 4.225100 -1.378395 -0.115718 -0.139 -0.363 -0.244 -0.02
Cl 5.324435 0.698328 0.586776 -0.019 -0.223 -0.140 -0.26
H 1.646275 -0.900982 3.154545 -0.001 0.099 0.108 -0.11
H 1.645010 -2.696756 1.396879 0.153 -0.606 0.060 -0.08
H 3.532361 -3.274786 2.525091 -0.137 -0.569 -0.179 -0.10
H 5.423236 -2.658116 -0.497851 0.021 0.138 0.086 -0.16
H 3.136296 -1.099341 -1.467667 0.304 -0.004 0.022 -0.14
C 0.377438 0.823564 -2.752887 -0.010 -0.018 -0.011 -0.01
C 0.359332 0.924649 -1.241913 0.036 0.084 0.010 -0.55
O 1.099828 0.261437 -0.550787 -0.190 -0.058 0.157 0.00
N -0.525670 1.802864 -0.681378 -0.028 0.023 -0.245 0.01
C -1.479124 2.680335 -1.339460 0.307 -0.243 0.370 -0.09
H 1.130873 0.093530 -3.030669 0.058 -0.024 0.087 0.07
H -0.592893 0.496457 -3.131131 -0.012 0.086 -0.049 0.08
H 0.634229 1.784347 -3.201530 -0.078 0.005 -0.045 0.08
H -0.479934 1.819041 0.325052 0.007 -0.003 0.008 0.14
H -1.261850 3.718830 -1.078390 -0.104 0.059 -0.125 0.08
H -2.485844 2.450260 -1.007602 -0.113 0.086 -0.093 0.06
H -1.424671 2.570425 -2.417845 0.059 -0.024 -0.022 0.07
C -5.737905 5.575446 -0.752411 0.026 -0.032 -0.004 -0.01
C -4.470622 5.075201 -0.096443 0.041 -0.009 0.024 -0.54
O -4.064010 3.938614 -0.257239 -0.192 0.025 0.013 0.03
N -3.786186 5.947373 0.690875 -0.120 0.095 -0.043 0.01
C -4.109055 7.327828 0.998522 0.294 -0.243 0.102 -0.08
H -6.160057 4.768085 -1.340677 0.042 -0.070 0.002 0.08
H -6.466409 5.881336 -0.000961 -0.007 0.087 -0.029 0.08
H -5.525226 6.417278 -1.412055 -0.056 0.059 0.044 0.08
H -2.952839 5.551281 1.097162 0.006 0.009 0.010 0.14
H -3.299067 7.981949 0.671929 -0.069 0.090 -0.018 0.08
H -4.236053 7.450078 2.075404 -0.074 0.088 -0.010 0.08
H -5.024060 7.629997 0.502183 -0.031 -0.011 -0.026 0.07
C 1.751078 -7.239315 1.760405 0.004 0.035 0.009 -0.02
C 2.707857 -6.076855 1.600194 0.122 0.196 -0.236 -0.55
O 3.082242 -5.405608 2.541727 -0.073 -0.583 0.341 0.00
N 3.145292 -5.787083 0.343928 -0.058 -0.166 0.027 0.02
C 2.816017 -6.451228 -0.899942 0.193 0.317 0.090 -0.08
H 1.500229 -7.331814 2.811670 0.035 0.059 0.051 0.08
H 0.834976 -7.066993 1.194028 0.012 -0.071 -0.051 0.08
H 2.213309 -8.168760 1.424889 -0.064 -0.015 -0.067 0.08
H 3.777249 -4.998151 0.308005 -0.005 0.033 -0.047 0.12
H 3.723344 -6.838386 -1.368216 -0.057 -0.077 -0.059 0.08
H 2.351482 -5.742629 -1.587996 -0.047 -0.076 -0.057 0.08
H 2.130922 -7.274935 -0.729309 -0.022 -0.023 0.027 0.07
```
Forces are in eV/Å.

The calculation puts the maximum force at 2.12 eV Å⁻¹. Its net charge is -1. As for the total energy: -48843.6232 eV.